# 1
33
Properties=species:S:1:pos:R:3 method="wB97M-V/def2-TZVPD" total_charge=+2 multiplicity=5
H -0.02708 3.10928 2.52332
N 0.22788 1.77249 0.88890
B 0.74854 0.81992 -1.47603
N 0.61151 1.96001 -0.46065
C 0.76788 3.27587 -0.67932
Ru 0.00319 -0.06630 1.46232
H 1.04041 3.58298 -1.65927
C 0.52548 3.97165 0.50792
H 0.57026 5.03326 0.62297
C 0.21111 3.01553 1.47759
H 1.23259 1.22200 -2.48652
C -2.16221 -2.88154 3.25227
H -2.50162 -3.18430 4.25505
H -1.13024 -3.22065 3.07559
H -2.85586 -3.29271 2.50358
N -0.64287 0.24302 -1.71848
N 1.63143 -0.29271 -0.88242
N -1.41667 -0.27495 -0.69444
N 1.48666 -0.79208 0.42147
C -1.27369 0.18282 -2.91170
C 2.64428 -0.95451 -1.46280
H -0.80045 0.53375 -3.81587
H 2.88156 -0.71347 -2.46624
C -2.51798 -0.37260 -2.68854
C 3.18535 -1.85414 -0.55035
C -2.57535 -0.64392 -1.32438
C 2.46390 -1.73186 0.63526
H -3.28411 -0.53405 -3.43395
H 4.00402 -2.51513 -0.72918
H -3.41598 -1.08699 -0.79856
H 2.53698 -2.19942 1.60549
H -2.13801 -1.76489 3.18314
Br -0.03092 -0.34635 3.82380

# 2
30
Properties=species:S:1:pos:R:3 method="wB97M-V/def2-TZVPD" total_charge=+1 smiles="CCN[N+]1(NCC)C=CC=CC1"
C -1.28879 1.59650 2.35983
C 0.09476 1.21921 2.51384
C -2.06630 0.71137 1.68677
C 0.68723 0.33865 1.75310
C -1.42578 -0.47034 0.96122
C -0.47445 -1.99968 -1.74216
C 1.41869 1.79777 -2.39327
C -0.00851 -2.57402 -0.40274
C 1.28308 1.22709 -0.93843
N 0.61253 -1.48108 0.36009
N -0.02559 0.74303 -0.59290
N -0.03930 -0.33021 0.67567
H -1.86510 2.33769 2.92861
H 0.65680 1.62482 3.33684
H -3.10117 0.73902 1.56155
H 1.71005 0.04909 1.96531
H -1.36640 -1.35244 1.60749
H -2.04117 -0.65040 -0.04023
H 0.24583 -1.24614 -2.03237
H -0.71682 -2.72694 -2.57046
H -1.46405 -1.45673 -1.46195
H 2.43576 2.16317 -2.56495
H 1.29942 1.06266 -3.13581
H 0.89612 2.62432 -2.64551
H -0.75883 -3.04137 0.20967
H 0.81977 -3.19576 -0.46141
H 1.96260 0.34245 -0.78161
H 1.55954 1.96761 -0.06437
H 1.61520 -1.41603 0.20777
H -0.65510 1.39668 -0.29960

# 3
26
Properties=species:S:1:pos:R:3 method="wB97M-V/def2-TZVPD" total_charge=+1 multiplicity=5
O -1.56302 2.45874 1.63036
C -0.54969 1.68649 1.19199
C 0.24017 2.22909 0.01719
O 0.91474 3.39122 0.41358
C 1.75701 3.92047 -0.57844
H -0.91970 0.62136 0.99793
H -0.44467 2.44026 -0.82567
H 0.95375 1.45292 -0.31991
H 2.23069 4.82003 -0.16725
H 2.54163 3.19612 -0.85907
H 1.18649 4.19320 -1.48254
H 0.12516 1.53402 2.06724
O 0.95872 -3.83847 -1.59207
C 1.46743 -2.75087 -0.88673
C 0.55766 -2.35516 0.26859
O -0.80425 -2.32069 -0.25447
C -1.75156 -1.73796 0.56432
C -2.99295 -1.49544 0.14209
V -0.88688 -3.71206 -1.63030
H 1.59659 -1.86884 -1.54284
H 2.45970 -2.96669 -0.44884
H 0.81054 -1.35949 0.65188
H 0.57740 -3.09830 1.07881
H -1.46249 -1.71630 1.61709
H -3.27499 -1.60142 -0.90627
H -3.72747 -1.12224 0.85335

# 4
33
Properties=species:S:1:pos:R:3 method="wB97M-V/def2-TZVPD" total_charge=0 smiles="C[C@@H](O)[C@H](NC(=O)[C@@H](N)CCC(=O)O)C(=O)O"
C -1.50642 -1.39864 -0.67862
C -0.65228 -1.11146 0.52026
C -1.63835 0.07356 -1.35884
C -2.38763 1.34025 -0.68542
C -3.56553 0.79383 0.15154
C 1.59510 -0.25498 -0.20506
C 2.94187 -0.91635 -0.20687
C 1.86472 1.23262 0.32987
C 2.52439 1.18481 1.70309
H -3.14768 -1.94506 0.42970
H -3.34408 -2.01583 -1.05871
H -0.95365 -2.06248 -1.38121
H -0.69064 0.35213 -1.67180
H -2.13601 -0.21590 -2.34311
H -2.48171 2.21066 -1.38422
H -1.74950 1.69129 0.09743
H -2.52997 -0.39145 1.08379
H 1.05295 -1.54774 1.49814
H 1.27793 -0.03805 -1.34719
H 0.86042 1.72640 0.36934
H 3.61026 1.65318 -0.43839
H 2.02067 0.54307 2.36691
H 3.46312 0.77044 1.34322
H 2.50981 2.26182 2.08619
H 4.76314 -0.60106 -0.57212
N -2.65759 -2.26411 -0.43111
N 0.66923 -1.08144 0.66012
O -1.36688 -1.06585 1.54659
O -4.68022 1.20117 -0.18126
O -3.44305 0.06432 1.14801
O 3.18855 -2.08659 0.02603
O 2.73411 2.09488 -0.47582
O 3.85494 -0.19744 -0.94047

# 5
10
Properties=species:S:1:pos:R:3 method="wB97M-V/def2-TZVPD" total_charge=-3
Na -0.60344 1.99569 0.82590
Na 2.13965 1.05862 0.32753
S 0.60707 -1.64677 -1.14352
O 1.56723 -1.60278 -2.20679
O 1.10194 -2.62482 -0.13495
O 0.44594 -0.32545 -0.44766
O -0.75015 -2.17104 -1.51974
Cl -3.03914 0.43016 0.11775
Cl 0.27836 0.35925 2.86387
Cl -1.74745 4.52716 1.31761

# 6
103
Properties=species:S:1:pos:R:3 method="wB97M-V/def2-TZVPD" total_charge=+2
Zr 0.39759 0.64883 -0.91756
O 2.09649 1.71839 -4.76119
C 1.49747 1.14232 -3.73985
O 1.98474 1.13216 -2.59646
C 0.21134 0.51196 -3.95556
C -0.44932 0.44899 -5.13447
C -1.73338 -0.18646 -5.18435
C -2.25708 -0.69301 -4.04376
C -1.54972 -0.61898 -2.80599
N -0.26419 -0.02126 -2.76476
C -1.93552 -1.02484 -1.56372
O -3.08795 -1.61591 -1.17063
O -1.08580 -0.81549 -0.57697
H 2.92436 2.12596 -4.45992
H -0.00968 0.88501 -6.02017
H -2.26792 -0.24327 -6.12021
H -3.23447 -1.16108 -4.06909
H -3.69875 -1.69441 -1.91322
C 5.29686 -1.61358 -1.06997
C 4.04574 -0.79455 -1.36988
P 2.46473 -1.42391 -0.67619
C 2.88360 -1.97397 1.02841
C 2.82363 -0.84403 2.04618
C 2.17803 -3.01256 -1.56450
C 1.10063 -2.97618 -2.63892
H 6.12233 -1.28265 -1.69857
H 5.15232 -2.67840 -1.25830
H 5.61503 -1.49627 -0.03460
H 3.87405 -0.72249 -2.44712
H 4.16182 0.23741 -1.03032
H 3.87337 -2.43527 1.01813
H 2.17552 -2.76484 1.29036
H 1.83501 -0.37763 2.05330
H 3.56187 -0.06756 1.83627
H 3.01685 -1.21260 3.05393
H 1.93969 -3.75641 -0.79923
H 3.13522 -3.32053 -1.99329
H 0.13747 -2.66075 -2.23547
H 0.98658 -3.96354 -3.08796
H 1.35262 -2.28041 -3.44019
C 0.75434 8.88769 -2.19229
C 0.65879 7.41951 -1.90323
C -0.02687 6.56202 -2.74968
C -0.12369 5.19828 -2.50234
C -0.90540 4.37153 -3.48875
C 0.52041 4.67827 -1.36337
C 1.23628 5.52842 -0.49180
C 1.93186 5.05357 0.75621
C 1.27458 6.88280 -0.77681
C 0.45289 3.23736 -1.08222
O -0.52741 2.51863 -1.50299
O 1.36236 2.61932 -0.44211
H 0.06992 9.18589 -2.98403
H 1.76648 9.14879 -2.50641
H 0.52975 9.47553 -1.30230
H -0.50723 6.96532 -3.63282
H -1.08882 4.95790 -4.38712
H -1.86672 4.06957 -3.07328
H -0.39137 3.45474 -3.77707
H 1.27240 4.45062 1.38149
H 2.25775 5.91386 1.33830
H 2.80229 4.44236 0.52387
H 1.80345 7.54412 -0.10047
S -0.78187 -3.32832 0.87578
C -0.44052 -4.89515 1.62988
N -0.23196 -5.03342 2.91669
C 0.05001 -6.32993 3.54625
C -0.56532 -7.43556 2.70674
C -0.10928 -7.29805 1.26378
N -0.38881 -5.92843 0.80714
H -0.32928 -4.19021 3.47405
H -0.36609 -6.30786 4.55092
H 1.13166 -6.45100 3.62834
H -1.65379 -7.37598 2.75630
H -0.26842 -8.40621 3.09882
H -0.65302 -7.97777 0.61121
H 0.95759 -7.50257 1.15968
H -0.58632 -5.76663 -0.16904
S -0.98343 -2.11064 2.49163
C -2.68875 -2.29561 2.98239
C -3.48795 -3.37559 2.64661
C -4.78238 -3.43911 3.14167
C -5.26250 -2.44489 3.98102
C -4.44913 -1.37388 4.32081
C -3.16148 -1.28816 3.81514
H -3.12493 -4.15379 1.98771
H -5.41623 -4.27301 2.87282
H -6.26961 -2.50694 4.36901
H -4.81859 -0.59715 4.97652
H -2.52904 -0.44580 4.06559
N -2.20401 3.38461 4.38062
C -1.63618 2.71245 3.36016
C -0.24128 2.55607 3.26982
C 0.29281 1.88357 2.20134
N -0.44478 1.30955 1.23421
C -1.77836 1.44156 1.33495
C -2.40810 2.12884 2.34137
H -1.63989 3.85436 5.06610
H -3.19090 3.57064 4.39051
H 0.41531 2.98950 4.01180
H 1.36774 1.81820 2.09146
H -2.36430 0.98074 0.54859
H -3.48581 2.21725 2.33661

# 7
14
Properties=species:S:1:pos:R:3 method="wB97M-V/def2-TZVPD" total_charge=0 smiles=COn1cccc1
C 2.24893 -0.01139 0.27548
C -0.68756 -1.14770 -0.18227
C -2.05668 -0.70745 0.00140
C -1.86445 0.65397 -0.16142
C -0.55780 1.06222 -0.22280
H 3.31325 0.38130 -0.17050
H 2.24110 -0.64133 1.08853
H 1.74387 0.96024 0.70491
H -0.23777 -2.18187 0.03164
H -2.95201 -1.26297 0.17147
H -2.52787 1.54052 0.06311
H -0.04012 1.85813 -0.42735
N 0.03184 -0.15148 -0.38445
O 1.34526 -0.35218 -0.78774

# 8
122
Properties=species:S:1:pos:R:3 method="wB97M-V/def2-TZVPD" total_charge=-2
Y 2.41951 -2.69871 -1.10571
C -0.49681 -4.52882 -2.31149
O -0.01146 -3.36555 -1.61251
C -1.02038 -2.49128 -1.25099
C -1.59439 -2.61406 0.01388
C -1.08009 -3.60348 1.03943
C -0.43699 -2.85227 2.17636
C -1.07742 -2.67243 3.38892
C -0.54383 -1.88626 4.41310
C 0.68617 -1.28703 4.16303
C 1.36249 -1.44503 2.95878
C 2.65847 -0.72471 2.68792
C 2.43709 0.47293 1.78964
C 1.69419 1.54934 2.24958
C 1.39937 2.64786 1.44623
C 1.87028 2.63433 0.14098
C 2.61869 1.57372 -0.36384
C 3.00502 1.56491 -1.82681
C 1.77071 1.41975 -2.67683
C 1.20662 2.51038 -3.32824
C 0.02778 2.41290 -4.05956
C -0.57238 1.15152 -4.11094
C -0.04519 0.04487 -3.47314
C -0.75136 -1.28497 -3.47266
C -1.42773 -1.50233 -2.13555
C -2.44497 -0.63736 -1.73705
C -3.05270 -0.73415 -0.49463
C -2.60549 -1.73389 0.36528
C -4.14183 0.22964 -0.02549
C -5.41690 -0.55569 0.31025
C -4.48574 1.27419 -1.08800
C -3.65551 0.96743 1.22958
C 1.15519 0.15266 -2.72826
O 1.66524 -0.88384 -2.13865
C -0.62266 3.59572 -4.77447
C -0.72762 3.30726 -6.27886
C 0.17403 4.88856 -4.59547
C -2.03306 3.82862 -4.21196
C 2.90630 0.50722 0.47749
O 3.63983 -0.55958 -0.00177
C 5.04986 -0.35607 0.00610
C 0.55823 3.79180 2.01221
C 0.31150 4.89376 0.98133
C -0.80479 3.24824 2.46148
C 1.27986 4.41085 3.21720
C 0.80917 -2.23177 1.93193
O 1.40856 -2.37355 0.78547
C -1.32147 -1.69845 5.71455
C -2.67787 -1.04298 5.41355
C -1.56117 -3.05833 6.38531
C -0.57845 -0.80510 6.70855
H -1.46523 -4.81383 -1.89257
H -0.57963 -4.30828 -3.37530
H 0.23175 -5.31914 -2.15796
H -1.91290 -4.20036 1.42204
H -0.35822 -4.27624 0.57598
H -2.03950 -3.16000 3.52904
H 1.15452 -0.66541 4.91902
H 3.08734 -0.38853 3.63651
H 3.36246 -1.40663 2.21271
H 1.31174 1.49871 3.26445
H 1.62776 3.43900 -0.54226
H 3.51435 2.50073 -2.07590
H 3.68280 0.73538 -2.02811
H 1.72423 3.46114 -3.24935
H -1.49492 1.01682 -4.67147
H -1.50604 -1.29681 -4.26430
H -0.03953 -2.08529 -3.67080
H -2.72286 0.14942 -2.42764
H -3.01868 -1.81556 1.36608
H -5.78366 -1.08590 -0.57131
H -5.23224 -1.29379 1.09185
H -6.20208 0.12195 0.65948
H -4.85640 0.80732 -2.00303
H -5.26538 1.93945 -0.70747
H -3.61716 1.88347 -1.34517
H -3.42285 0.27381 2.03895
H -2.74734 1.52943 1.00822
H -4.41999 1.66572 1.58426
H 0.26481 3.15243 -6.70648
H -1.31257 2.40635 -6.46736
H -1.20701 4.14201 -6.80121
H 1.18315 4.79345 -5.00117
H -0.32729 5.70589 -5.12144
H 0.25477 5.16396 -3.54172
H -2.65947 2.94474 -4.34069
H -1.98415 4.04786 -3.14310
H -2.51989 4.66880 -4.71846
H 5.27863 0.69081 -0.20956
H 5.46634 -0.62663 0.98101
H 5.47901 -0.99696 -0.75839
H -0.22233 4.51131 0.10925
H -0.29580 5.68414 1.43018
H 1.24766 5.34004 0.63935
H -1.33690 2.81495 1.61375
H -0.69807 2.46817 3.21623
H -1.41728 4.05170 2.88187
H 2.25104 4.81112 2.91819
H 0.68491 5.22514 3.64201
H 1.44993 3.66934 3.99892
H -3.26983 -1.65680 4.73295
H -3.25393 -0.90194 6.33403
H -2.53301 -0.06907 4.94095
H -2.11546 -3.72990 5.72859
H -0.60983 -3.53793 6.62379
H -2.13271 -2.93762 7.31144
H -0.41131 0.19323 6.29905
H -1.16997 -0.70059 7.62226
H 0.39043 -1.22933 6.97912
O 4.34058 -2.27265 -2.55258
H 3.85049 -2.57115 -3.35599
H 5.01671 -2.94312 -2.36174
O 0.90557 -3.94975 -5.25743
N 2.04863 -3.62192 -4.92429
O 2.99675 -3.65911 -5.71473
O 2.25196 -3.18521 -3.74844
I 6.29111 -4.06860 -0.34841
C 4.32096 -3.45049 0.43525
H 4.63921 -2.79448 1.25217
H 4.00281 -4.38664 0.90352
N 2.47385 -6.35671 -1.24668
C 2.44925 -5.19619 -1.26527

# 9
12
Properties=species:S:1:pos:R:3 method="wB97M-V/def2-TZVPD" total_charge=0 smiles="CC(C=O)C=O"
C -0.68171 1.21942 -0.16673
C 0.02126 -0.06286 0.31504
C 1.48446 -0.17193 -0.11602
C -0.68835 -1.40431 0.01647
H -0.25158 2.13453 0.47140
H -1.84661 1.06551 -0.00789
H -0.37572 1.39111 -1.31690
H 0.19712 -0.05165 1.42836
H 2.03701 0.90156 -0.31457
H -0.02180 -2.27619 0.00483
O 2.03911 -1.29231 -0.14309
O -1.91320 -1.45287 -0.17090

# 10
92
Properties=species:S:1:pos:R:3 method="wB97M-V/def2-TZVPD" total_charge=0 smiles="C[N+](=O)[O-].C[N+](=O)[O-].COC(=O)OC.COC(=O)OC.COC(=O)OC.COC(=O)OC.COC(=O)OC.CO.CO.CO"
C 1.88113 1.37487 4.32698
O 1.75065 1.54946 5.74206
H 2.67890 0.67223 4.08623
H 0.89811 1.00972 4.02961
H 2.11433 2.31452 3.82620
H 1.28555 0.80115 6.12326
C -2.80250 4.36234 -4.48695
O -3.75005 4.64402 -5.53814
H -1.81938 4.81037 -4.63132
H -3.31244 4.71187 -3.58923
H -2.67697 3.30951 -4.23417
H -3.75453 3.80817 -6.01028
C 4.07138 -2.55722 -0.28694
O 3.67019 -1.24131 -0.05581
H 4.54159 -3.01691 0.58236
H 3.08922 -3.02784 -0.33132
H 4.65774 -2.69200 -1.19585
H 2.77868 -1.05996 -0.36226
C -4.33356 -0.20362 -1.47332
N -4.29266 1.22534 -1.91948
O -4.73463 2.07693 -1.16911
O -3.93380 1.31886 -3.07482
H -4.39124 -0.76370 -2.40664
H -5.31725 -0.15636 -1.00616
H -3.42800 -0.31037 -0.87612
C 2.97735 -1.81162 -4.24038
N 2.92798 -0.38269 -4.57812
O 3.46315 0.02320 -5.54493
O 2.41558 0.32691 -3.71203
H 3.19620 -2.31891 -5.17999
H 2.17966 -2.23609 -3.63079
H 3.91981 -1.84693 -3.69391
C 3.22456 2.58301 -0.85655
O 2.26668 3.44119 -0.14289
C 1.39414 4.29261 -0.72087
O 1.15101 4.36313 -1.91074
O 0.82082 5.10479 0.22506
C -0.26663 6.03453 -0.11505
H 4.02038 3.12099 -1.37165
H 2.77632 2.00060 -1.66152
H 3.74013 1.87746 -0.20501
H -0.78716 5.71205 -1.01680
H 0.04330 7.07212 -0.23932
H -0.96344 6.01391 0.72288
C -1.35835 2.98321 6.00538
O -2.04166 1.95207 6.73895
C -2.20620 0.72010 6.21091
O -1.99491 0.39534 5.06006
O -2.47094 -0.05250 7.22579
C -2.70039 -1.48301 7.09753
H -0.63341 3.64541 6.47871
H -2.12209 3.64412 5.59548
H -0.80545 2.69319 5.11191
H -1.87494 -1.90886 6.52710
H -3.59488 -1.73093 6.52611
H -2.83505 -1.85436 8.11344
C -1.11680 -0.14321 1.88271
O -0.12508 -0.77682 1.09672
C 0.16855 -0.49229 -0.22736
O 0.93237 -1.12310 -0.94166
O -0.62523 0.67589 -0.66041
C -0.44919 1.19330 -1.94978
H -0.77144 0.82042 2.25720
H -1.28647 -0.73095 2.78485
H -2.04495 -0.08529 1.31415
H -0.53278 0.42076 -2.71417
H 0.39864 1.80896 -2.25021
H -1.34602 1.75950 -2.20119
C -0.20921 -3.77657 2.43896
O 0.42943 -4.57214 3.42100
C 1.51811 -5.27531 3.12864
O 1.94546 -5.46604 2.02057
O 2.04185 -5.66129 4.28389
C 3.25823 -6.47148 4.28126
H -0.41533 -4.27488 1.49169
H 0.56745 -3.06921 2.14818
H -1.06920 -3.14863 2.67174
H 3.33336 -7.08921 5.17617
H 4.10936 -5.87438 3.95389
H 3.26385 -7.23753 3.50587
C -1.92073 -3.21167 -3.86173
O -0.89795 -2.56002 -4.66210
C -1.01129 -1.28427 -5.10617
O -1.90716 -0.43585 -4.94449
O 0.12056 -1.03607 -5.73365
C 0.28721 0.22178 -6.45664
H -1.82789 -3.07385 -2.78447
H -1.93669 -4.28080 -4.07337
H -2.85501 -2.78928 -4.23159
H 0.33314 1.02983 -5.72653
H -0.36769 0.40915 -7.30757
H 1.27654 0.26643 -6.91197

no.,calculated total energy (hartree)
1,-3411.06926
2,-517.57160
3,-1519.62680
4,-913.40402
5,-2404.38392
6,-3387.82846
7,-324.55510
8,-2913.92581
9,-306.43095
10,-2555.28573